1.
{
  "formula": "C8H16N2O4",
  "method": "wB97M-V/def2-TZVPD",
  "symbols": ["C", "C", "C", "C", "N", "C", "O", "C", "N", "C", "O", "C", "O", "O", "H", "H", "H", "H", "H", "H", "H", "H", "H", "H", "H", "H", "H", "H", "H", "H"],
  "xyz": [[2.92516, 2.03724, 0.10443], [1.86664, 1.08503, 0.55193], [2.16532, 0.45450, 1.86100], [1.31416, 0.07341, -0.46762], [-0.06084, -0.35820, -0.12172], [-1.13364, 0.30855, -0.52988], [-1.15664, 1.31365, -1.22700], [-2.49027, -0.37536, -0.23019], [-2.44845, -1.22243, 0.93415], [-3.59723, 0.63312, -0.15081], [-4.77153, -0.11381, 0.11387], [2.24265, -1.09613, -0.45863], [2.08025, -2.14950, 0.04163], [3.43238, -0.87350, -1.05614], [2.69287, 2.34396, -0.93049], [3.92389, 1.63981, 0.10827], [2.81390, 2.94103, 0.74849], [0.98169, 1.70521, 0.79754], [3.22635, 0.13590, 1.94186], [1.48600, -0.43666, 2.07096], [1.93878, 1.23090, 2.59825], [1.22744, 0.52669, -1.52237], [-0.08949, -1.18253, 0.47933], [-2.75753, -1.02220, -1.08065], [-3.41198, -1.59870, 1.08614], [-2.28572, -0.68021, 1.78493], [-3.77009, 1.21692, -1.02187], [-3.30241, 1.29506, 0.73301], [-5.43822, 0.53371, 0.33943], [3.89716, -1.72122, -0.88002]],
  "mulliken_charge": [-1.5471, 0.5343, -1.4463, -0.1704, -0.1656, -0.0530, -0.6822, 0.6087, -0.7242, -0.6205, -0.5183, 0.1892, -0.5606, -0.4620, 0.3692, 0.2998, 0.3942, 0.3856, 0.2991, 0.2847, 0.4404, 0.6225, 0.4311, 0.2350, 0.3473, 0.2255, 0.3355, 0.2705, 0.3187, 0.3589],
  "e_lumo_ha": 0.02587,
  "smiles": "CC(C)[C@H](NC(=O)[C@@H](N)CO)C(=O)O",
  "homo_ev": -9.7,
  "e_above_lowest_kcal_mol": 14.2
}

***

2.
{
  "formula": "C7H19N6P",
  "method": "wB97M-V/def2-TZVPD",
  "symbols": ["C", "N", "N", "C", "N", "C", "N", "C", "C", "N", "C", "P", "N", "C", "H", "H", "H", "H", "H", "H", "H", "H", "H", "H", "H", "H", "H", "H", "H", "H", "H", "H", "H"],
  "xyz": [[2.28359, -2.20241, -0.40079], [1.20630, -1.31181, -0.19836], [0.61965, -0.73947, -1.36439], [1.06416, 0.72998, -1.56561], [0.56672, 1.50121, -0.40706], [-0.80962, 1.57507, -0.35766], [-1.35696, 0.16773, -0.21393], [-2.82619, 0.28043, -0.46003], [-0.82024, -0.74052, -1.34721], [-0.92469, -0.31484, 1.06054], [-1.82375, -1.19692, 1.92928], [0.76619, -0.77858, 1.22277], [1.04832, 1.14448, 0.86642], [2.42001, 1.66741, 1.13367], [2.08081, -2.87861, -1.21534], [3.26708, -1.80192, -0.73581], [2.50084, -2.75401, 0.51902], [0.73158, 1.25493, -2.38954], [2.16424, 0.72191, -1.52333], [-1.14635, 2.24958, 0.44837], [-1.26845, 2.05551, -1.18662], [-3.09273, 0.58245, -1.51830], [-3.35649, -0.64917, -0.34109], [-3.22311, 1.04305, 0.15167], [-1.25940, -0.27299, -2.33490], [-1.21173, -1.79131, -1.21270], [-2.05703, -2.18348, 1.48151], [-1.41748, -1.43408, 2.96032], [-2.77332, -0.81306, 2.06908], [0.37281, 1.51226, 1.49039], [2.49333, 2.19499, 1.97224], [3.09176, 0.88264, 1.19991], [2.69017, 2.29958, 0.26748]],
  "mulliken_charge": [-0.7706, 0.3085, 0.0453, -0.6232, 0.1829, -0.7797, 0.4638, -0.9622, -0.4080, -0.3133, -0.9670, -0.1252, -0.0509, -0.9362, 0.3717, 0.3144, 0.2820, 0.3898, 0.3349, 0.2976, 0.3293, 0.3936, 0.4105, 0.4129, 0.3157, 0.3521, 0.3829, 0.3165, 0.4540, 0.4311, 0.4189, 0.3521, 0.3758],
  "e_lumo_ha": -0.24639,
  "smiles": "CN1N2CN3C[N@@+](C)(C2)N(C)P1[N@H+]3C",
  "homo_ev": -17.0,
  "charge": 2,
  "e_above_lowest_kcal_mol": 120.2
}

***

3.
{
  "formula": "C2H4OS2",
  "method": "wB97M-V/def2-TZVPD",
  "symbols": ["C", "C", "O", "S", "S", "H", "H", "H", "H"],
  "xyz": [[0.08776, 0.26004, 0.39562], [-1.01081, -0.22231, -0.44690], [1.51868, -1.99907, -0.43543], [1.73652, -0.74480, 0.23836], [-2.01860, -1.39280, -0.01624], [0.41830, 1.17464, 0.01920], [-0.27038, 0.22107, 1.48778], [-1.31348, 0.26932, -1.40814], [1.74767, -0.96479, 1.72353]],
  "mulliken_charge": [-0.5365, -0.2095, -0.4904, 0.3317, -0.1970, 0.3105, 0.3799, 0.2646, 0.1466],
  "e_lumo_ha": -0.02646,
  "homo_ev": -8.9,
  "e_above_lowest_kcal_mol": 56.7
}

***

4.
{
  "formula": "C6H14O",
  "method": "wB97M-V/def2-TZVPD",
  "symbols": ["C", "C", "C", "C", "C", "C", "O", "H", "H", "H", "H", "H", "H", "H", "H", "H", "H", "H", "H", "H", "H"],
  "xyz": [[-2.42293, -0.02834, -1.21059], [-1.09797, -0.41570, -0.55488], [-1.03634, -0.41983, 0.96513], [0.07555, 0.49667, -0.87398], [1.25273, -0.09128, -0.15584], [2.39019, 0.79134, 0.22725], [1.35413, -1.19665, 1.74624], [-3.22040, -0.69158, -0.85694], [-2.37925, -0.11547, -2.30455], [-2.70971, 1.00041, -0.96007], [-0.83157, -1.42094, -0.91760], [-1.75490, -1.10547, 1.43413], [-1.21747, 0.59342, 1.35789], [0.29893, -0.90901, 1.52665], [-0.13015, 1.51770, -0.52396], [0.34416, 0.56700, -1.94453], [1.49048, -1.10640, -0.45430], [2.09454, 1.47463, 1.03030], [2.65065, 1.42123, -0.63637], [3.26039, 0.21695, 0.54705], [1.64924, -0.66232, 2.50014]],
  "mulliken_charge": [-1.5722, 0.7727, -1.2869, -0.6920, 0.3222, -1.3501, -0.7894, 0.3937, 0.3826, 0.3057, 0.1425, 0.3990, 0.2688, 0.4249, 0.2597, 0.3781, 0.3041, 0.3033, 0.3667, 0.3583, 0.3081],
  "e_lumo_ha": [-0.01280, -0.01483],
  "homo_ev": [-7.4, -7.3],
  "e_above_lowest_kcal_mol": 108.5
}